Run 1
The following is a DFT calculation (ωB97M-V/def2-TZVPD) of 14 unconnected molecules or ions with the total composition F6H26O13P.

Cartesian coordinates (Å):
P: -0.0651 -0.2390 -0.9828
F: 0.7290 -0.4761 0.3942
F: -0.6023 1.2398 -0.4599
F: 1.3230 0.3192 -1.5876
F: -0.7072 -0.0637 -2.4793
F: 0.3405 -1.8027 -1.3628
F: -1.5611 -0.9031 -0.5308
O: -5.8620 -2.6518 3.4794
H: -5.8910 -1.8816 4.0470
H: -4.9290 -2.8400 3.3778
O: 2.5332 -6.4810 -1.0646
H: 2.8031 -7.1502 -1.6936
H: 2.0867 -5.8202 -1.5939
O: -3.2643 -6.3022 0.7383
H: -3.8887 -6.3678 1.4609
H: -2.9009 -5.4199 0.8146
O: 4.6284 -3.5289 1.1190
H: 3.9259 -4.1689 1.0042
H: 4.2206 -2.6864 0.9189
O: -0.4270 7.2505 -0.3083
H: -0.0260 6.5108 -0.7645
H: 0.2730 7.6006 0.2428
O: -1.8893 -2.7861 3.6857
H: -1.3649 -2.0278 3.4284
H: -1.8040 -2.8248 4.6383
O: -1.6629 1.5699 3.4468
H: -2.2089 2.3556 3.4201
H: -1.3762 1.4460 2.5420
O: 3.7610 1.1258 4.5163
H: 3.3441 1.0077 3.6628
H: 3.9053 0.2359 4.8381
O: 6.1995 1.7826 -2.3432
H: 6.6341 0.9306 -2.3822
H: 5.3471 1.5993 -1.9482
O: 2.2546 5.4852 -3.6049
H: 2.6727 5.7156 -4.4346
H: 1.9234 4.5976 -3.7415
O: 1.3565 1.9206 -5.4113
H: 1.2762 1.4294 -4.5937
H: 0.4903 2.3050 -5.5464
O: -4.7455 -2.7803 -3.9990
H: -4.4336 -2.7298 -4.9026
H: -4.0571 -2.3599 -3.4836
O: -2.9030 5.5977 2.5885
H: -3.1557 6.4362 2.9749
H: -2.3027 5.8309 1.8804

Output
* frontier orbital gap: 11.298 eV
* charge: -1
* HOMO: -0.3322 hartree
* LUMO level: 2.26 eV

Run 2
The following is a DFT calculation (ωB97M-V/def2-TZVPD) of 14 unconnected molecules or ions with the total composition F6H26O13P.

Cartesian coordinates (Å):
P: 0.1669 0.4214 -0.4335
F: -1.4581 0.4507 -0.3860
F: 0.2773 0.9218 1.0773
F: 0.1412 -1.1048 0.0723
F: 1.7566 0.3899 -0.6211
F: -0.0015 -0.1016 -1.9875
F: 0.1346 1.9515 -0.9605
O: 2.0262 -3.7296 1.6260
H: 1.1636 -3.6804 1.1781
H: 2.6325 -4.0824 0.9676
O: 4.3263 1.1491 -1.7429
H: 4.4141 1.3856 -0.8111
H: 4.3223 0.1887 -1.7232
O: 2.2681 -0.9042 2.1680
H: 1.3401 -0.7194 1.9902
H: 2.3657 -1.8489 1.9624
O: -1.3408 0.4796 3.4891
H: -1.8801 0.5443 4.2823
H: -0.4533 0.7358 3.7603
O: -2.9698 1.8843 1.4132
H: -3.0528 1.4650 0.5479
H: -2.3374 1.3237 1.8815
O: -2.9474 -1.6354 -3.1501
H: -2.0259 -1.3549 -3.1586
H: -3.4223 -0.7932 -3.0746
O: 4.5088 0.4884 1.1988
H: 3.6824 0.0612 0.9347
H: 4.1974 1.3065 1.6065
O: -2.1455 3.4464 -1.3141
H: -2.1751 3.4308 -0.3491
H: -1.2221 3.2706 -1.5336
O: 2.5105 2.8567 1.5263
H: 2.5347 3.6433 0.9742
H: 1.9366 2.2472 1.0436
O: -4.1013 -0.1154 -0.8470
H: -4.9157 -0.6135 -0.7417
H: -3.4139 -0.7716 -1.0095
O: -3.0218 1.2254 -3.2684
H: -2.3481 1.6005 -3.8419
H: -2.7269 1.4581 -2.3769
O: 1.3850 -2.9352 -1.5819
H: 0.8745 -2.1582 -1.8454
H: 1.9731 -2.5913 -0.9025
O: -0.8421 -3.4222 1.3748
H: -1.0475 -2.7609 2.0439
H: -1.0891 -3.0035 0.5419

Output
* frontier orbital gap: 10.603 eV
* charge: -1
* HOMO: -0.2984 hartree
* LUMO level: 2.48 eV

Energy comparison, zero being the most stable, in kcal/mol: run 1 58.3; run 2 0.0.

Run 1
The following is a DFT calculation (ωB97M-V/def2-TZVPD) of 2 unconnected molecules or ions with the total composition HN3O2.

Cartesian coordinates (Å):
O: 2.7163 -0.7261 0.0074
N: 1.5836 -1.0665 -0.0091
O: 0.6648 -0.0151 -0.0379
H: -0.1377 -0.3316 0.2314
N: -2.9945 -0.5469 -0.1410
N: -1.9747 -0.6926 0.2160

Output
* frontier orbital gap: 10.735 eV
* HOMO: -0.3835 hartree
* LUMO level: 0.30 eV

Run 2
The following is a DFT calculation (ωB97M-V/def2-TZVPD) of 2 unconnected molecules or ions with the total composition HN3O2.

Cartesian coordinates (Å):
O: -1.0209 -1.5205 0.6127
N: 0.0071 -1.3044 0.0965
O: 0.8770 -0.4875 0.8372
H: 1.6198 -0.6506 0.3196
N: -1.0403 2.3974 -0.7557
N: -0.4427 1.5655 -1.1104

Output
* frontier orbital gap: 10.815 eV
* HOMO: -0.3911 hartree
* LUMO level: 0.17 eV

Energy comparison, zero being the most stable, in kcal/mol: run 1 2.8; run 2 0.0.

Run 1
The following is a DFT calculation (ωB97M-V/def2-TZVPD) of 2 unconnected molecules or ions with the total composition CH2N2OS2.

Cartesian coordinates (Å):
C: -2.7579 -0.9663 -0.0126
N: -3.2985 -2.0028 -0.0800
N: 1.4928 -0.1972 0.0426
O: 1.4975 2.2119 -0.6516
S: -1.9170 0.4714 0.0845
S: 1.1592 1.3676 0.4558
H: 2.2342 -0.1504 -0.6657
H: 1.5898 -0.7341 0.8269

Output
* frontier orbital gap (spin up / spin down): 8.638 / 6.623 eV
* expectation value of S²: 2.0205
* HOMO (spin up / spin down): -0.2998 / -0.3731 hartree
* spin multiplicity: 3
* LUMO level (spin up / spin down): 0.48 / -3.53 eV

Run 2
The following is a DFT calculation (ωB97M-V/def2-TZVPD) of 2 unconnected molecules or ions with the total composition CH2N2OS2.

Cartesian coordinates (Å):
C: -1.0494 0.3264 0.1315
N: 1.6170 -0.3031 0.3451
N: 0.5988 -0.8571 -0.0865
O: 2.7444 -0.8636 0.4031
S: -2.1615 -0.7376 0.3054
S: -0.4027 1.8663 -0.1708
H: 0.2759 -1.8658 -0.2102
H: -1.6225 2.4345 -0.7177

Output
* frontier orbital gap (spin up / spin down): 5.909 / 6.217 eV
* expectation value of S²: 2.0192
* HOMO (spin up / spin down): -0.2302 / -0.3404 hartree
* spin multiplicity: 3
* LUMO level (spin up / spin down): -0.36 / -3.05 eV

Energy comparison, zero being the most stable, in kcal/mol: run 1 0.0; run 2 99.6.

Run 1
The following is a DFT calculation (ωB97M-V/def2-TZVPD) of 2 unconnected molecules or ions with the total composition CH3NO2.

Cartesian coordinates (Å):
C: -2.2204 -0.1510 0.0493
N: -1.0959 -0.1841 0.1683
H: -3.2254 -0.2543 -0.0988
O: 2.1985 0.7248 -0.2853
O: 1.9241 -0.6344 -0.1005
H: 1.4052 1.0744 0.1909
H: 1.0141 -0.5753 0.0761

Output
* frontier orbital gap: 10.017 eV
* HOMO: -0.3433 hartree
* LUMO level: 0.68 eV

Run 2
The following is a DFT calculation (ωB97M-V/def2-TZVPD) of 2 unconnected molecules or ions with the total composition CH3NO2.

Cartesian coordinates (Å):
C: 2.2851 -0.4953 -0.6984
N: -1.0113 -0.2505 0.3387
O: 2.3741 0.0087 0.3148
O: -0.9988 1.0036 -0.2276
H: -0.1087 -0.6918 0.0351
H: -1.0795 -0.3338 1.3128
H: -1.4609 0.7591 -1.0753

Output
* frontier orbital gap: 10.361 eV
* HOMO: -0.3421 hartree
* LUMO level: 1.05 eV

Energy comparison, zero being the most stable, in kcal/mol: run 1 36.6; run 2 0.0.

Run 1
The following is a DFT calculation (ωB97M-V/def2-TZVPD) of C2H2ClF3S in the gas phase.

Cartesian coordinates (Å):
F: 1.9686 0.1845 -0.9833
C: 0.9379 -0.2317 -0.1533
C: -0.1643 0.7418 0.0425
F: 0.0962 1.8798 0.7245
F: -0.8456 0.8996 -1.0826
S: -1.5886 -0.2142 1.2660
Cl: -2.4238 -1.4120 -0.0377
H: 1.4627 -0.6694 0.7970
H: 0.5569 -1.1785 -0.5732

Output
* frontier orbital gap: 9.691 eV
* HOMO: -0.3488 hartree
* LUMO level: 0.20 eV

Run 2
The following is a DFT calculation (ωB97M-V/def2-TZVPD) of 2 unconnected molecules or ions with the total composition C2H2ClF3S.

Cartesian coordinates (Å):
C: 0.4814 -0.0627 -1.2985
C: -0.0836 0.7536 1.3482
F: 1.8505 -0.2597 -1.4293
F: 0.6216 0.9098 2.4513
F: -0.7536 1.8982 1.0160
S: -0.7385 -1.2973 -1.1609
Cl: -1.3860 -0.4766 1.5008
H: 0.0608 0.9082 -1.5747
H: -0.0526 -2.3734 -0.8530

Output
* frontier orbital gap (spin up / spin down): 9.305 / 6.984 eV
* HOMO (spin up / spin down): -0.3450 / -0.2917 hartree
* LUMO level (spin up / spin down): -0.08 / -0.95 eV

Run 3
The following is a DFT calculation (ωB97M-V/def2-TZVPD) of C2H2ClF3S in the gas phase.

Cartesian coordinates (Å):
F: -1.8323 -0.8976 -0.5454
C: -1.1381 0.0558 0.0787
C: 0.2921 -0.2484 0.0228
F: 0.6150 -1.0310 1.0735
F: 0.5832 -1.0990 -1.0427
S: 1.1737 1.3454 -0.2472
Cl: 3.0618 0.7151 -0.2346
H: -1.3406 0.0484 1.0879
H: -1.4149 1.1113 -0.1930

Output
* frontier orbital gap: 9.830 eV
* HOMO: -0.3662 hartree
* LUMO level: -0.14 eV

Energy comparison, zero being the most stable, in kcal/mol: run 1 7.5; run 2 81.6; run 3 0.0.

Run 1
The following is a DFT calculation (ωB97M-V/def2-TZVPD) of a molecular structure, C22H14IIrN3O4S.

Cartesian coordinates (Å):
Ir: -0.1071 0.3966 -0.4668
O: 1.4959 -0.6071 -0.7999
C: 2.5607 -0.5462 0.0417
C: 3.8203 -0.6653 -0.5255
C: 4.9435 -0.6530 0.2843
C: 4.8243 -0.5416 1.6623
C: 3.5675 -0.4442 2.2278
C: 2.4222 -0.4338 1.4344
C: 1.1186 -0.4081 2.0762
N: 0.0250 -0.2848 1.4313
N: -1.1720 -0.4825 2.1071
C: -2.1664 -0.0937 1.3784
O: -2.0311 0.3657 0.1631
C: -3.5463 -0.1739 1.9024
C: -3.7932 -0.7543 3.1445
C: -5.0893 -0.8276 3.6243
C: -6.1405 -0.3217 2.8703
C: -5.8950 0.2565 1.6336
C: -4.5996 0.3295 1.1460
H: 3.8908 -0.7515 -1.6008
H: 5.9247 -0.7294 -0.1656
H: 5.7081 -0.5348 2.2845
H: 3.4537 -0.3674 3.3025
H: 1.0253 -0.5798 3.1435
H: -2.9660 -1.1429 3.7217
H: -5.2826 -1.2799 4.5879
H: -7.1527 -0.3791 3.2492
H: -6.7130 0.6511 1.0458
H: -4.3971 0.7764 0.1827
S: 2.4168 4.0614 -0.6646
C: 1.5920 2.8007 -0.1761
N: 1.0317 1.8473 0.2590
I: -6.6240 2.0229 -6.1411
C: -4.9550 1.6455 -4.9506
C: -4.1674 2.7048 -4.5220
C: -3.0699 2.4484 -3.7176
C: -2.7564 1.1418 -3.3599
C: -3.5478 0.0852 -3.7980
C: -4.6519 0.3379 -4.5929
C: -1.6035 0.8691 -2.4774
O: -1.0024 1.7420 -1.7827
O: -1.2099 -0.3298 -2.3695
H: -4.4106 3.7178 -4.8104
H: -2.4498 3.2613 -3.3628
H: -3.2890 -0.9232 -3.5090
H: -5.2731 -0.4787 -4.9336

Output
* frontier orbital gap (spin up / spin down): 7.600 / 6.479 eV
* expectation value of S²: 0.7551
* HOMO (spin up / spin down): -0.3133 / -0.3135 hartree
* spin multiplicity: 2
* LUMO level (spin up / spin down): -0.92 / -2.05 eV

Run 2
The following is a DFT calculation (ωB97M-V/def2-TZVPD) of a molecular structure, C22H14IIrN3O4S.

Cartesian coordinates (Å):
Ir: 0.6669 0.3381 -0.5089
O: 0.0473 2.1360 -0.1986
C: 0.5266 2.8440 0.8399
C: 0.7145 4.2104 0.6673
C: 1.1394 4.9922 1.7264
C: 1.3677 4.4331 2.9789
C: 1.1677 3.0793 3.1589
C: 0.7542 2.2614 2.1034
C: 0.5971 0.8443 2.3697
N: 0.4308 -0.0288 1.4492
N: 0.4046 -1.3731 1.7810
C: 0.5760 -2.1166 0.7287
O: 0.6427 -1.6507 -0.4998
C: 0.6643 -3.5838 0.8844
C: 0.6390 -4.1629 2.1515
C: 0.7300 -5.5373 2.2835
C: 0.8473 -6.3391 1.1550
C: 0.8723 -5.7638 -0.1066
C: 0.7819 -4.3877 -0.2448
H: 0.5249 4.6381 -0.3074
H: 1.2912 6.0529 1.5737
H: 1.6996 5.0493 3.8026
H: 1.3440 2.6288 4.1282
H: 0.6544 0.4754 3.3886
H: 0.5494 -3.5268 3.0206
H: 0.7115 -5.9860 3.2679
H: 0.9232 -7.4136 1.2612
H: 0.9632 -6.3875 -0.9859
H: 0.8035 -3.9288 -1.2231
S: 5.0102 -0.3974 0.5072
C: 3.5705 0.2227 0.2554
N: 2.4988 0.7119 0.1201
I: -1.0619 -0.6987 -9.0771
C: -0.7006 -0.4506 -7.0381
C: 0.6081 -0.3535 -6.5845
C: 0.8456 -0.1841 -5.2312
C: -0.2235 -0.1144 -4.3446
C: -1.5313 -0.2136 -4.8071
C: -1.7737 -0.3832 -6.1591
C: 0.0250 0.0747 -2.9069
O: 1.2334 0.1252 -2.4563
O: -0.9021 0.2137 -2.0661
H: 1.4333 -0.4088 -7.2803
H: 1.8562 -0.1056 -4.8547
H: -2.3488 -0.1577 -4.1013
H: -2.7868 -0.4628 -6.5268

Output
* frontier orbital gap (spin up / spin down): 7.971 / 6.236 eV
* expectation value of S²: 0.7543
* HOMO (spin up / spin down): -0.3139 / -0.3112 hartree
* spin multiplicity: 2
* LUMO level (spin up / spin down): -0.57 / -2.23 eV

Energy comparison, zero being the most stable, in kcal/mol: run 1 21.0; run 2 0.0.